# 1
Entry from the OMol25 dataset: 10 unconnected molecules or ions with the total composition C57H112N14O3 in a non-equilibrium geometry (ωB97M-V/def2-TZVPD).

Last column: Löwdin charge in e.
CARTESIAN COORDINATES (ANGSTROEM)
C -0.408 -1.517 0.662  -0.132
C -1.355 -0.535 -0.010  -0.684
C -0.535 0.451 -0.938  -0.109
O -2.408 -1.226 -0.643  -0.434
H -0.075 -2.155 -0.156  0.052
H -0.757 -2.093 1.519  0.059
H 0.575 -1.069 0.809  0.042
H -1.767 0.071 0.797  0.078
H 0.145 -0.061 -1.619  0.048
H 0.036 1.119 -0.293  0.043
H -1.094 1.089 -1.622  0.042
C 5.602 4.141 3.070  -0.075
C 6.640 3.734 4.090  -0.154
N 6.228 4.297 5.387  -0.051
C 6.238 5.622 5.743  -0.020
C 5.944 5.686 7.054  -0.014
N 5.519 4.454 7.485  -0.083
C 5.659 3.595 6.449  0.053
C 5.234 4.110 8.866  0.027
H 5.521 5.218 2.922  0.078
H 4.625 3.694 3.252  0.090
H 5.914 3.777 2.091  0.082
H 7.679 4.044 3.973  0.139
H 6.547 2.650 4.156  0.125
H 6.531 6.468 5.140  0.146
H 5.731 6.589 7.606  0.147
H 5.611 2.521 6.557  0.170
H 4.398 3.415 8.954  0.115
H 4.989 5.001 9.444  0.109
H 6.107 3.645 9.323  0.113
C -1.941 9.372 -0.760  -0.072
C -3.123 9.159 0.148  -0.191
N -4.092 8.159 -0.276  -0.024
C -5.260 7.792 0.415  0.013
C -5.817 6.690 -0.256  0.008
N -5.007 6.301 -1.370  -0.081
C -3.999 7.207 -1.394  0.060
C -5.332 5.300 -2.395  0.019
H -1.395 8.436 -0.876  0.075
H -1.178 10.111 -0.516  0.096
H -2.310 9.502 -1.777  0.080
H -3.750 10.045 0.240  0.138
H -2.772 8.948 1.158  0.136
H -5.746 8.321 1.222  0.141
H -6.795 6.282 -0.048  0.127
H -3.229 7.190 -2.152  0.152
H -4.710 4.452 -2.108  0.106
H -5.155 5.686 -3.399  0.111
H -6.290 4.784 -2.341  0.106
C -4.894 -3.897 -6.558  -0.054
C -5.790 -4.374 -5.378  -0.130
N -5.544 -5.788 -4.929  -0.045
C -5.688 -6.890 -5.683  -0.024
C -5.453 -8.082 -4.924  0.043
N -4.840 -7.622 -3.754  -0.091
C -4.896 -6.235 -3.760  0.052
C -4.452 -8.516 -2.649  0.003
H -5.178 -4.428 -7.467  0.076
H -3.856 -3.913 -6.226  0.080
H -5.077 -2.892 -6.939  0.085
H -6.807 -4.502 -5.748  0.124
H -5.880 -3.647 -4.572  0.130
H -6.120 -6.812 -6.670  0.140
H -5.558 -9.141 -5.109  0.139
H -4.674 -5.598 -2.916  0.158
H -3.881 -8.069 -1.835  0.099
H -3.728 -9.283 -2.923  0.103
H -5.321 -8.990 -2.192  0.109
C -2.685 -6.453 6.551  -0.031
C -4.168 -5.855 6.413  -0.159
N -4.806 -5.933 7.693  -0.079
C -4.576 -5.130 8.810  0.034
C -5.613 -5.426 9.732  0.009
N -6.469 -6.398 9.240  -0.099
C -5.954 -6.716 7.988  0.060
C -7.806 -6.661 9.746  0.026
H -2.387 -5.864 7.419  0.059
H -1.967 -6.158 5.786  0.077
H -2.587 -7.516 6.771  0.084
H -4.653 -6.542 5.720  0.117
H -4.218 -4.817 6.082  0.132
H -3.751 -4.435 8.859  0.142
H -5.818 -5.066 10.729  0.141
H -6.495 -7.327 7.280  0.154
H -8.343 -5.716 9.828  0.114
H -7.721 -7.184 10.699  0.116
H -8.235 -7.313 8.986  0.104
C 4.817 -6.188 7.210  -0.035
C 5.560 -6.743 5.957  -0.157
N 5.898 -5.702 5.017  -0.059
C 6.686 -4.599 5.281  0.025
C 6.884 -3.913 4.081  0.029
N 6.054 -4.526 3.159  -0.114
C 5.411 -5.550 3.766  0.008
C 5.682 -4.114 1.824  0.013
H 5.566 -5.621 7.762  0.073
H 4.690 -7.087 7.814  0.087
H 3.917 -5.588 7.081  0.092
H 4.921 -7.507 5.514  0.128
H 6.539 -7.200 6.101  0.142
H 7.085 -4.346 6.252  0.144
H 7.434 -3.039 3.768  0.138
H 4.759 -6.236 3.247  0.166
H 5.000 -4.875 1.444  0.100
H 6.579 -4.244 1.219  0.108
H 5.335 -3.081 1.829  0.111
C -5.580 2.842 4.463  -0.047
C -7.110 2.563 4.572  -0.151
N -7.502 1.215 4.150  -0.055
C -7.890 0.229 5.032  0.007
C -8.264 -0.888 4.323  0.011
N -7.901 -0.629 3.015  -0.099
C -7.494 0.689 2.875  0.065
C -8.059 -1.601 1.931  0.011
H -4.895 2.058 4.787  0.087
H -5.437 3.797 4.968  0.084
H -5.187 2.924 3.450  0.067
H -7.810 3.291 4.163  0.132
H -7.415 2.663 5.614  0.123
H -7.892 0.463 6.086  0.144
H -8.651 -1.857 4.603  0.141
H -7.365 1.177 1.920  0.164
H -7.871 -1.080 0.992  0.099
H -9.095 -1.870 1.727  0.107
H -7.418 -2.465 2.108  0.109
C -0.966 -7.239 -9.923  -0.087
C 0.481 -7.412 -9.463  -0.244
C 0.964 -6.635 -8.250  -0.151
N 2.405 -6.746 -7.811  -0.229
C 2.651 -8.253 -7.587  0.040
C 2.537 -5.920 -6.544  -0.081
C 3.093 -4.489 -7.048  -0.139
C 3.297 -4.547 -8.554  -0.147
C 3.519 -6.055 -8.761  -0.017
H -1.358 -6.252 -10.167  0.079
H -1.557 -7.477 -9.038  0.071
H -1.141 -7.877 -10.789  0.094
H 1.041 -7.211 -10.376  0.119
H 0.575 -8.483 -9.284  0.106
H 0.361 -6.989 -7.415  0.133
H 0.653 -5.603 -8.414  0.137
H 1.847 -8.617 -6.947  0.112
H 3.643 -8.407 -7.163  0.111
H 2.536 -8.805 -8.521  0.104
H 3.368 -6.496 -6.137  0.111
H 1.907 -5.788 -5.664  0.139
H 3.997 -4.196 -6.513  0.116
H 2.353 -3.744 -6.757  0.108
H 4.116 -3.881 -8.825  0.131
H 2.391 -4.167 -9.026  0.113
H 4.454 -6.370 -8.299  0.133
H 3.566 -6.449 -9.776  0.137
C 3.788 7.080 -5.285  -0.086
C 4.728 8.233 -5.765  -0.191
C 4.720 9.459 -4.752  -0.081
N 5.249 10.784 -5.382  -0.238
C 4.128 11.426 -6.291  0.067
C 6.545 10.653 -6.063  -0.139
C 7.076 12.076 -6.166  -0.150
C 6.478 12.864 -5.037  -0.133
C 5.662 11.760 -4.280  -0.093
H 3.661 6.262 -5.995  0.077
H 2.787 7.460 -5.081  0.070
H 4.157 6.645 -4.357  0.072
H 4.398 8.604 -6.736  0.093
H 5.737 7.888 -5.991  0.109
H 5.423 9.240 -3.949  0.122
H 3.868 9.764 -4.145  0.131
H 3.733 10.756 -7.055  0.104
H 4.337 12.328 -6.866  0.107
H 3.386 11.841 -5.608  0.106
H 6.406 10.054 -6.962  0.139
H 7.259 10.049 -5.503  0.144
H 6.846 12.575 -7.107  0.129
H 8.138 11.971 -5.941  0.130
H 5.793 13.600 -5.458  0.113
H 7.209 13.411 -4.441  0.131
H 4.813 12.151 -3.719  0.132
H 6.311 11.322 -3.521  0.136
C 0.997 -0.793 7.029  -0.080
C 1.157 -0.571 8.529  -0.849
O 2.242 -0.690 9.064  -0.067
O 0.058 -0.260 9.092  -0.137
H 0.382 -1.676 6.851  0.048
H 1.949 -0.938 6.519  0.036
H 0.584 0.136 6.636  0.052

Properties
HOMO level ... -12.267 eV
Orbital gap ... 3.87 eV
Total charge ... +6

# 2
Entry from the OMol25 dataset: 13 unconnected molecules or ions with the total composition C57H118O45P6 in a non-equilibrium geometry (ωB97M-V/def2-TZVPD).

Last column: Löwdin charge in e.
CARTESIAN COORDINATES (ANGSTROEM)
C -5.661 -4.150 -0.066  -0.031
C -4.881 -2.964 -0.656  -0.223
O -5.285 -2.634 -2.022  -0.182
P -6.431 -1.529 -2.257  0.407
O -6.886 -1.560 -3.674  -0.245
O -5.771 -0.170 -1.785  -0.204
C -6.702 0.960 -1.908  -0.220
C -5.908 2.232 -1.699  -0.067
O -7.550 -1.782 -1.158  -0.204
C -8.971 -1.881 -1.197  -0.256
C -9.466 -2.421 0.149  -0.056
H -6.692 -3.884 0.099  0.046
H -5.596 -5.105 -0.569  0.067
H -5.272 -4.154 0.973  0.092
H -5.015 -2.087 -0.064  0.072
H -3.785 -3.071 -0.786  0.107
H -7.064 0.874 -2.914  0.102
H -7.499 0.828 -1.153  0.122
H -6.098 2.707 -0.726  0.075
H -4.806 2.031 -1.674  0.055
H -6.145 3.047 -2.449  0.105
H -9.413 -0.924 -1.501  0.118
H -9.221 -2.529 -2.051  0.122
H -9.160 -1.658 0.890  0.088
H -10.544 -2.509 0.228  0.073
H -9.015 -3.413 0.295  0.073
C 4.379 5.164 -1.867  -0.064
C 4.727 4.964 -3.350  -0.205
O 4.962 3.584 -3.767  -0.168
P 3.962 2.441 -3.372  0.349
O 2.563 2.881 -3.250  -0.237
O 4.090 1.364 -4.529  -0.186
C 3.720 1.882 -5.844  -0.242
C 4.108 0.831 -6.900  -0.063
O 4.572 1.627 -2.202  -0.146
C 5.869 1.708 -1.612  -0.251
C 6.917 0.806 -2.208  -0.054
H 3.321 4.806 -1.612  0.072
H 5.116 4.699 -1.204  0.075
H 4.321 6.230 -1.611  0.084
H 3.849 5.300 -3.878  0.110
H 5.554 5.546 -3.623  0.101
H 2.670 2.107 -5.752  0.102
H 4.329 2.813 -6.052  0.131
H 3.445 -0.054 -6.893  0.078
H 3.731 1.341 -7.826  0.089
H 5.191 0.676 -6.988  0.082
H 6.221 2.730 -1.639  0.098
H 5.805 1.484 -0.527  0.114
H 6.717 -0.240 -1.938  0.080
H 6.994 0.956 -3.260  0.066
H 7.893 0.987 -1.705  0.098
C -1.437 3.542 6.097  -0.052
C -2.421 3.065 5.060  -0.252
O -2.008 3.412 3.730  -0.177
P -2.956 3.599 2.449  0.356
O -4.228 4.212 2.817  -0.223
O -2.036 4.532 1.527  -0.171
C -1.502 5.721 2.169  -0.262
C -1.014 6.691 1.122  -0.055
O -2.930 2.322 1.589  -0.149
C -4.151 1.638 1.159  -0.229
C -4.280 0.187 1.653  -0.041
H -0.537 3.041 5.910  0.037
H -1.239 4.623 6.115  0.082
H -1.829 3.200 7.034  0.078
H -2.569 2.045 5.205  0.066
H -3.450 3.488 5.234  0.135
H -2.303 6.195 2.735  0.117
H -0.728 5.533 2.915  0.094
H -1.889 7.230 0.748  0.083
H -0.293 7.345 1.577  0.056
H -0.528 6.202 0.229  0.066
H -5.031 2.215 1.495  0.116
H -4.193 1.663 0.080  0.060
H -5.143 -0.205 1.129  0.060
H -3.431 -0.310 1.150  0.060
H -4.303 0.127 2.770  0.101
C 1.992 2.300 4.009  -0.035
C 2.855 3.158 4.905  -0.236
O 3.154 2.311 6.013  -0.161
P 3.924 3.001 7.161  0.403
O 3.654 4.450 7.264  -0.227
O 3.600 2.118 8.481  -0.176
C 2.311 2.049 9.033  -0.284
C 1.761 0.654 8.944  -0.055
O 5.461 2.629 6.901  -0.173
C 5.768 1.269 6.466  -0.271
C 7.224 1.084 6.598  -0.092
H 1.034 2.110 4.423  0.050
H 1.889 2.781 3.034  0.076
H 2.418 1.319 3.975  0.068
H 3.688 3.464 4.318  0.118
H 2.357 4.056 5.288  0.107
H 2.351 2.412 10.103  0.143
H 1.637 2.686 8.521  0.094
H 0.710 0.715 9.005  0.065
H 2.031 0.200 8.018  0.073
H 2.078 0.062 9.763  0.065
H 5.141 0.556 7.079  0.134
H 5.401 1.188 5.439  0.097
H 7.815 1.793 5.909  0.113
H 7.639 1.177 7.620  0.085
H 7.530 0.066 6.332  0.073
C 1.562 -6.134 -3.982  -0.049
C 0.040 -6.143 -3.732  -0.245
O -0.650 -6.851 -4.767  -0.165
P -1.164 -8.299 -4.566  0.376
O -1.555 -8.836 -5.880  -0.242
O -2.379 -8.324 -3.456  -0.195
C -3.561 -7.545 -3.815  -0.273
C -4.216 -7.021 -2.580  -0.083
O -0.061 -9.160 -3.804  -0.216
C -0.178 -10.609 -4.026  -0.219
C 1.251 -11.008 -4.520  -0.060
H 2.017 -5.469 -3.281  0.043
H 2.037 -7.133 -3.864  0.086
H 1.719 -5.807 -5.004  0.079
H -0.176 -6.650 -2.753  0.123
H -0.401 -5.117 -3.683  0.115
H -3.319 -6.764 -4.588  0.118
H -4.218 -8.266 -4.344  0.126
H -4.475 -7.846 -1.909  0.086
H -3.626 -6.209 -2.121  0.071
H -5.141 -6.629 -2.908  0.063
H -0.444 -11.014 -3.050  0.115
H -0.895 -10.838 -4.849  0.114
H 1.568 -11.985 -4.268  0.046
H 1.361 -10.867 -5.579  0.065
H 1.942 -10.276 -3.939  0.105
C 1.861 3.110 -0.037  -0.068
C 0.971 1.963 0.262  -0.245
O 1.605 0.737 -0.148  -0.170
P 0.949 -0.713 -0.193  0.409
O 0.461 -1.203 1.111  -0.219
O -0.068 -0.740 -1.391  -0.173
C -1.474 -1.166 -1.228  -0.200
C -2.369 0.007 -1.419  -0.054
O 2.193 -1.520 -0.758  -0.170
C 2.762 -1.199 -2.042  -0.245
C 2.800 -2.362 -3.018  -0.047
H 2.064 3.095 -1.141  0.053
H 1.261 4.025 0.187  0.091
H 2.798 3.161 0.516  0.085
H 0.671 1.783 1.331  0.126
H 0.047 2.094 -0.319  0.108
H -1.661 -1.823 -2.124  0.099
H -1.527 -1.809 -0.348  0.105
H -2.109 0.948 -0.942  0.086
H -2.493 0.066 -2.460  0.063
H -3.366 -0.228 -1.047  0.059
H 2.309 -0.274 -2.377  0.089
H 3.813 -0.931 -1.948  0.113
H 3.510 -3.104 -2.642  0.074
H 1.767 -2.721 -3.090  0.081
H 3.172 -2.023 -3.962  0.072
C 1.326 -4.299 1.575  -0.096
C 0.778 -4.608 0.199  -0.022
O 2.027 -4.584 -0.591  0.055
C 3.062 -4.165 0.081  -0.596
O 4.164 -4.036 -0.421  0.118
O 2.665 -3.869 1.341  0.050
H 1.411 -4.974 2.366  0.120
H 0.772 -3.477 1.909  0.078
H 0.178 -3.803 -0.187  0.109
H 0.242 -5.529 -0.021  0.135
C 4.480 -1.627 2.796  -0.080
C 5.078 -1.543 1.428  -0.089
O 5.310 -0.123 1.165  0.046
C 5.166 0.532 2.337  -0.566
O 5.417 1.681 2.558  0.141
O 4.729 -0.284 3.338  0.034
H 4.886 -2.442 3.411  0.140
H 3.383 -1.750 2.736  0.119
H 4.484 -1.901 0.603  0.095
H 6.072 -1.980 1.371  0.137
C -1.579 -1.403 3.542  -0.119
C -0.225 -1.658 4.153  -0.086
O -0.221 -0.918 5.411  0.108
C -1.427 -0.494 5.607  -0.546
O -1.824 0.284 6.490  0.088
O -2.366 -0.887 4.656  0.037
H -2.092 -2.222 3.053  0.134
H -1.447 -0.592 2.868  0.097
H 0.596 -1.402 3.535  0.093
H -0.176 -2.719 4.412  0.132
C -4.205 -3.112 -5.408  -0.083
C -3.110 -2.077 -5.345  -0.074
O -2.675 -2.259 -3.994  0.050
C -2.913 -3.489 -3.671  -0.618
O -2.535 -3.979 -2.604  0.079
O -3.604 -4.121 -4.598  0.081
H -4.521 -3.552 -6.374  0.149
H -5.189 -2.808 -5.037  0.115
H -3.520 -1.079 -5.468  0.139
H -2.230 -2.103 -6.012  0.146
C 0.275 -0.052 -4.499  -0.074
C -0.045 1.323 -3.833  -0.117
O -0.496 2.060 -4.931  0.056
C -0.538 1.386 -6.118  -0.558
O -0.766 1.876 -7.156  0.184
O -0.042 0.133 -5.894  0.038
H -0.367 -0.897 -4.146  0.120
H 1.284 -0.405 -4.371  0.096
H 0.814 1.778 -3.416  0.073
H -0.767 1.195 -3.007  0.105
C 0.061 5.059 -2.304  -0.097
C -0.790 5.914 -3.356  -0.047
O -2.057 5.221 -3.280  0.055
C -2.041 4.239 -2.367  -0.565
O -3.010 3.622 -1.970  0.129
O -0.809 4.004 -1.942  0.036
H 0.367 5.618 -1.382  0.110
H 0.912 4.567 -2.797  0.102
H -0.419 5.845 -4.382  0.126
H -0.993 6.961 -3.092  0.128
C 1.022 7.898 5.968  -0.111
C 2.434 7.321 6.087  -0.105
O 2.804 6.826 4.777  0.052
C 1.675 6.929 3.989  -0.523
O 1.492 6.404 2.946  0.149
O 0.712 7.733 4.577  0.030
H 0.842 8.865 6.406  0.120
H 0.295 7.174 6.443  0.137
H 2.507 6.463 6.738  0.097
H 3.110 8.131 6.380  0.131

Properties
HOMO level ... -10.069 eV
Orbital gap ... 10.18 eV
Energy relative to the best compared isomer or geometry (same formula, charge and spin) ... 0.000 eV